This record from the Open Molecules 2025 dataset describes a structure of composition C21H46LuNOP3Se in a non-equilibrium geometry. The level of theory is ωB97M-V/def2-TZVPD.

```
74
Properties=species:S:1:pos:R:3:forces:R:3:mulliken_charge:R:1
P 1.7684 0.0737 1.2132 0.513 -0.180 0.891 0.976
H -2.0389 3.7554 3.1646 -0.097 0.055 -0.133 0.465
C 0.4215 2.9584 -2.0280 0.046 -0.190 -0.703 -0.064
H 3.8838 0.9304 2.0222 -0.236 0.024 -0.269 0.501
H -2.1669 2.6773 4.9563 -0.394 -0.130 0.258 0.333
H -0.8020 -1.4940 1.3231 -0.224 -0.509 -0.323 -0.691
H -4.7207 -1.2088 -0.0113 0.202 -0.107 0.236 0.480
C -2.5854 3.2250 2.3772 0.224 0.584 -0.027 -1.632
H 0.3881 -0.0873 -4.1575 0.000 -0.277 0.135 0.153
H -2.9794 -0.7975 3.5805 0.135 0.176 0.165 0.416
H -3.7353 -2.9342 -2.1798 0.253 0.047 0.301 0.456
C -3.5486 0.7829 -3.3669 -0.658 0.076 -1.103 0.272
H -3.1039 0.6632 -2.3780 -0.300 0.547 0.206 -0.217
H -2.3576 3.7078 1.4271 -0.086 -0.202 0.035 0.301
Se 0.3857 2.9918 -0.0991 -0.807 -0.177 -0.512 -0.176
O -1.8652 1.1498 1.3094 -0.406 0.007 0.695 -0.767
C -2.8918 -3.1772 -1.5124 0.208 -0.205 -0.927 -1.150
H 0.8343 1.3459 3.1042 0.184 -0.196 0.011 0.229
H -3.7935 1.9373 4.6395 0.144 0.200 0.123 0.371
C 1.3931 0.4071 2.9818 -0.166 0.240 0.309 -1.469
C 2.5597 -1.5685 1.4679 -0.161 -0.086 -0.065 -1.534
H 2.7552 0.9669 -2.2352 0.014 -0.271 0.010 0.124
C -3.3800 1.8721 -4.1256 -0.736 0.335 0.456 -1.040
C -3.8527 -1.5544 0.5707 -0.303 0.842 0.067 -0.934
H 0.8226 -0.4096 3.4498 0.154 0.207 -0.251 0.351
C 0.5906 -1.0470 -3.6688 -0.145 -0.159 -0.246 -1.338
C -2.1708 1.8062 2.3962 -0.310 -1.146 0.446 0.559
C -0.6509 2.5310 -2.8693 0.922 -0.217 0.875 0.176
H 3.5071 -0.4724 -1.4832 -0.247 0.076 -0.191 0.477
Lu -0.7566 0.6210 -0.3760 3.423 3.039 1.017 1.582
H 1.0315 2.3120 -5.8427 -0.001 0.309 0.391 0.434
C 2.7798 -0.1288 -2.2298 0.208 0.537 0.242 -1.242
N -2.1875 1.1544 3.5570 -0.043 -0.208 -1.416 0.371
C -1.1319 -2.3033 0.6352 1.166 1.008 -0.114 0.135
H 2.3531 0.4929 3.5185 -0.442 -0.001 -0.127 0.611
C 3.3351 1.0367 1.0746 -0.118 0.316 -0.355 -1.240
H -3.6297 -0.8413 1.3798 -0.187 -0.256 -0.365 0.010
C 0.8556 2.5533 -4.7905 -0.094 -0.011 0.697 -0.589
H 3.1153 2.0925 0.8857 0.144 -0.188 0.072 0.333
H 2.3471 -2.7050 -0.8581 -0.274 -0.110 -0.276 0.367
H -1.6616 2.3717 -2.4534 0.566 0.293 -0.091 0.820
H -3.2082 -3.9882 -0.8308 0.145 0.444 -0.086 0.474
H 3.9818 0.6541 0.2749 -0.285 0.138 0.159 0.398
H -2.1449 -0.5105 -1.4101 -1.031 -2.554 0.925 0.002
H 2.2215 -2.8144 -2.6440 -0.081 -0.204 0.400 0.495
H 3.2297 -1.8259 0.6398 -0.141 0.067 0.279 0.440
H 2.8516 3.2471 -4.4082 -0.054 0.071 0.154 0.464
C -2.7235 1.7535 4.7712 -0.001 0.602 0.234 -0.965
H -1.5452 -3.1151 1.2360 -0.282 0.048 -0.018 0.606
P -2.4238 -1.7674 -0.5001 -1.422 -1.144 -0.391 0.897
H -1.4425 -0.6005 4.4576 -0.188 0.209 -0.137 0.464
H -2.0722 -3.5621 -2.1353 -0.129 0.199 0.179 0.368
H -0.2957 -1.6991 -3.7128 0.191 0.231 -0.165 0.391
H 3.1025 -0.4775 -3.2183 0.014 0.064 0.216 0.536
C 1.6779 -2.5875 -1.7155 -0.157 -0.121 0.144 -1.505
H -4.2391 -0.0167 -3.6686 0.755 0.025 -0.099 0.288
H -3.7196 1.9719 -5.1732 -0.186 -0.337 0.824 0.367
H -0.2327 -2.6620 0.1370 -0.078 -0.077 -0.173 -0.062
C -0.4083 2.3400 -4.2414 0.078 -0.242 -0.492 -0.608
H 1.8016 -2.3496 1.5877 0.242 -0.046 0.045 0.319
P 1.1321 -0.8588 -1.9430 0.237 -0.325 -0.851 1.028
H 2.4424 3.7169 -1.9541 -0.329 -0.354 -0.538 0.482
C 1.6641 3.2895 -2.6076 -0.172 -0.164 -0.001 -1.012
H -2.6027 1.0827 5.6195 0.171 -0.023 -0.173 0.372
C -2.0076 -0.2837 3.5739 0.238 -0.770 -0.019 -1.195
H -1.1992 1.9890 -4.9221 0.431 0.243 0.558 0.323
H 0.8193 -3.2639 -1.6302 0.276 -0.070 -0.068 0.372
H -4.0725 -2.5517 0.9985 0.170 0.403 -0.259 0.468
H -3.6550 3.3417 2.6216 0.312 -0.192 -0.147 0.412
H -3.0181 2.8151 -3.6922 0.265 -0.629 -0.449 0.522
H -1.4634 -0.6086 2.6828 -0.166 0.291 0.550 -0.034
C 1.8822 3.0486 -3.9612 -0.272 0.081 -0.332 -0.379
H 3.1569 -1.4962 2.3876 -0.141 -0.141 -0.258 0.515
H 1.4328 -1.5555 -4.1642 -0.480 0.185 -0.156 0.533
```
Forces are in eV/Å.

Values from the calculation:
Net charge   +3
Relative energy (zero: lowest compared OMol25 entry of this formula, charge and spin)   12.7 kcal/mol


This record from the Open Molecules 2025 dataset describes a structure of composition C43H38CsN9O4 in a non-equilibrium geometry. The level of theory is ωB97M-V/def2-TZVPD.

```
95
Properties=species:S:1:pos:R:3:forces:R:3:mulliken_charge:R:1
H 2.2005 -1.6011 -3.1597 -0.012 0.013 0.007 0.504
C -4.5156 -1.6775 0.6804 -0.021 0.045 0.049 -0.805
C 0.0345 5.1772 1.0234 0.080 -0.082 -0.027 -0.427
C -5.3863 -3.2254 -0.9346 -0.022 -0.058 0.007 -0.747
H 1.4431 5.2964 5.0816 0.000 -0.003 -0.005 0.391
H -0.9438 1.9611 -0.9531 -0.531 0.577 -0.144 -0.990
H -6.7579 -0.8450 -4.1545 0.005 -0.028 -0.020 0.482
C 3.1361 -2.0307 1.5486 0.285 -0.465 0.000 0.474
C -3.4794 -1.3468 -3.2534 -0.293 0.202 -0.191 0.921
H -2.2044 2.7015 -3.4995 0.036 0.069 0.001 0.386
C 4.9009 1.0536 2.2658 -0.137 0.239 0.039 -0.413
C 2.4616 -4.5756 0.9003 -0.051 0.058 0.032 -0.647
H -3.7789 2.3361 -1.2653 -0.043 -0.045 0.085 0.329
H -2.9252 1.2702 -0.1620 -0.003 0.043 0.015 0.247
H 2.1422 -5.5668 0.6159 -0.003 0.000 0.006 0.479
C 4.0986 -3.0299 1.6802 -0.086 0.074 0.037 -0.620
H -6.6073 -1.9359 0.2709 0.009 0.017 -0.004 0.426
N 1.8998 -2.2591 1.1171 -0.004 0.043 -0.027 0.052
H 1.1863 5.6417 -0.7993 0.031 0.008 0.001 0.307
H -1.3569 -5.6751 -1.4862 0.048 -0.003 0.016 0.313
H -0.5955 3.2047 -2.9621 -0.060 0.045 -0.080 0.341
C 1.5072 3.6375 -0.0759 0.107 0.444 -0.054 0.191
H -2.3730 -1.6354 0.8789 -0.019 -0.008 -0.003 0.605
C -1.3319 2.3978 -2.9130 -0.042 -0.001 0.141 -0.883
C -0.3230 3.6922 1.1882 -0.206 0.316 0.050 -0.297
N -1.7225 2.2624 -1.5235 -0.033 -0.288 -0.195 0.584
H 5.1138 1.3105 3.3041 -0.013 -0.060 -0.002 0.340
C 1.2935 5.1389 0.1626 -0.048 -0.082 0.010 -0.723
O 4.7888 -0.3797 2.1577 0.054 -0.366 -0.103 -0.484
C -1.6220 -3.5293 -0.9512 -0.107 -0.231 -0.018 1.177
H 3.5729 2.0498 0.8182 0.046 0.019 0.031 0.218
N 0.5609 2.9019 0.5310 -0.180 0.973 0.379 0.579
H 1.2911 1.3557 3.4174 -0.017 0.018 -0.044 0.332
C 0.6513 -2.2383 -6.1363 -0.030 0.003 -0.034 -0.501
Cs 0.6412 0.3934 -0.1429 -0.334 -2.263 -0.579 1.772
N -1.0930 0.7432 -4.7948 -0.017 0.043 0.023 0.050
H -1.8662 1.0868 -5.3346 -0.058 0.021 0.036 0.277
H -0.9796 -1.1252 -7.0032 0.027 -0.005 -0.008 0.438
H 0.1923 5.6206 2.0062 -0.034 0.000 0.019 0.235
H -6.2254 -3.6710 -1.4540 0.006 0.002 -0.001 0.419
N -4.6579 0.3915 -2.5944 -0.040 -0.003 0.092 0.110
N -2.6644 -0.5780 -2.4439 0.312 0.004 0.108 0.536
C -0.3109 -0.3487 -5.0986 0.194 -0.143 0.190 0.460
H 5.0914 -2.7738 2.0195 0.000 -0.010 0.000 0.478
C 3.0046 4.8018 3.6932 0.010 0.028 -0.006 -0.554
C -3.3882 0.4334 -2.0665 -0.118 0.016 -0.182 0.120
C -4.7549 -0.7584 -3.3443 0.281 -0.125 -0.090 0.309
C -5.7821 -1.3115 -4.0967 -0.070 0.018 0.032 -1.160
O 2.4366 3.1749 -0.7424 -0.011 0.010 0.025 -0.820
H 0.3451 3.0913 4.8914 0.009 -0.010 -0.004 0.382
C -4.0959 -3.6277 -1.2366 0.003 -0.093 0.162 -0.113
H 4.4644 -5.1302 1.4348 -0.009 0.000 0.015 0.431
H 0.7056 -2.9472 -6.9526 -0.012 0.019 -0.003 0.385
H -4.0528 -3.9944 -5.2479 0.013 0.013 -0.002 0.477
H -4.6778 -0.9156 1.4335 0.015 -0.007 -0.001 0.447
H -1.4768 -3.3411 -2.0213 0.010 -0.039 0.108 -0.719
C 0.5652 -0.4740 -4.0028 -0.286 -0.038 -0.322 0.319
H 5.7209 1.3876 1.6332 0.003 -0.070 -0.012 0.321
C -3.0054 -3.0578 -0.5844 -0.012 -0.052 0.096 -0.137
C -5.5000 -2.4860 -4.7714 -0.054 0.053 0.066 -0.626
H -0.8006 5.6922 0.5481 -0.029 -0.004 0.047 0.289
C -2.9736 1.5935 -1.2043 0.123 0.202 -0.083 -1.224
O -1.2936 3.2830 1.8130 0.071 0.038 -0.046 -0.815
H -2.2319 -2.9814 -3.9103 -0.006 0.056 -0.064 0.466
C 3.7449 -4.3263 1.3535 -0.016 -0.014 0.009 -0.583
H -6.2705 -2.9513 -5.3724 0.005 -0.004 0.005 0.410
H 4.4014 4.0430 2.2497 -0.019 0.040 -0.007 0.395
C -4.2329 -3.0784 -4.6989 0.075 -0.079 -0.046 -1.018
H 2.1743 5.5483 0.6574 0.021 0.003 -0.019 0.246
C 0.2437 -3.7338 0.1949 -0.432 0.043 -0.334 -0.209
C 1.5100 -1.4963 -3.9872 -0.011 -0.042 0.029 -0.844
C -5.5989 -2.2465 0.0275 -0.017 0.004 -0.025 -0.563
N 0.2926 0.5113 -3.0752 0.079 0.231 -0.109 -0.166
C -0.7014 1.1939 -3.5628 0.019 -0.023 -0.235 0.339
C -3.2127 -2.5232 -3.9490 0.036 0.094 -0.174 -0.591
N 2.7341 0.3585 1.6291 0.411 -0.232 0.659 -0.282
C 1.5755 -3.5038 0.7913 0.297 -0.261 0.113 0.379
C -1.3889 -5.0267 -0.6126 -0.196 0.153 -0.094 -0.463
O -0.0995 -5.0384 0.0193 0.280 -0.082 0.058 -0.472
H 3.4833 5.7712 3.7584 -0.002 -0.009 0.009 0.380
C -3.2224 -2.0825 0.3773 0.032 -0.010 0.010 -0.240
C 3.5128 1.5755 1.8033 0.386 0.164 0.054 0.353
C 2.9118 2.5847 2.7484 0.010 -0.046 0.029 0.025
H -3.9306 -4.3766 -2.0040 -0.038 0.006 0.061 0.433
C 3.5046 -0.6276 1.7999 0.059 0.630 0.084 -0.087
C 1.7777 2.3187 3.5013 0.043 -0.019 0.030 -0.075
C 1.2509 3.2947 4.3351 -0.057 -0.006 0.030 -0.578
C 3.5231 3.8313 2.8508 -0.019 -0.039 -0.024 -0.489
H -5.4049 1.0291 -2.3864 0.017 0.067 0.034 0.237
N -0.5370 -2.8482 -0.2579 0.273 0.286 0.244 0.188
H -2.1301 -5.4041 0.0935 0.038 0.010 0.018 0.353
C 1.8612 4.5354 4.4349 0.000 0.027 0.009 -0.587
C 1.5367 -2.3702 -5.0593 0.072 -0.025 0.067 -0.631
H 2.2612 -3.1749 -5.0705 -0.009 0.008 -0.005 0.410
C -0.2869 -1.2222 -6.1765 -0.065 -0.025 -0.049 -0.965
```
Forces are in eV/Å.


no.,total energy (eV)
1,-152868.5999
2,-67359.7249